This record from the Open Molecules 2025 dataset describes C28H41BBrN11O3PTeW as an isolated structure. The level of theory is wB97M-V/def2-TZVPD.

Results
Multiplicity: 2
Energy above the lowest of the compared OMol25 structures with the same formula, charge and spin, kcal per mole: 84.2
E_tot, hartree: -5194.51104
Kohn-Sham gap (alpha / beta), eV: 6.4 / 4.8
Max |F|, eV Å⁻¹: 1.11
Net charge: +2

```
88
C28H41BBrN11O3PTeW | the Open Molecules 2025 dataset | wB97M-V/def2-TZVPD
W -0.45 -0.27 -0.69
C 2.49 2.98 0.12
C 1.89 1.99 -0.64
N 0.81 1.51 -0.03
N 0.67 2.22 1.12
C 1.69 3.08 1.24
B -0.45 1.78 2.12
N -1.77 1.80 1.30
C -2.81 2.61 1.52
C -3.63 2.60 0.41
C -3.00 1.74 -0.47
N -1.88 1.23 0.07
N -0.05 0.36 2.53
C 0.49 -0.04 3.70
C 1.20 -1.19 3.48
C 1.06 -1.45 2.12
N 0.30 -0.52 1.54
N -0.64 2.69 3.29
C -0.48 4.04 3.44
C -1.08 4.40 4.62
C -1.59 3.19 5.13
N -1.35 2.17 4.33
H 3.37 3.55 -0.11
H 2.15 1.63 -1.63
H 1.80 3.70 2.11
H -2.88 3.17 2.44
H -4.54 3.15 0.25
H -3.29 1.51 -1.48
H 0.32 0.54 4.59
H 1.74 -1.78 4.21
H 1.48 -2.26 1.56
H -0.02 4.66 2.69
H -1.13 5.38 5.05
H -2.14 3.03 6.05
C -3.77 -1.16 -0.75
C -3.63 -0.94 0.76
N -2.25 -1.13 1.15
C -1.73 -2.50 1.01
C -0.70 -2.43 -0.09
N -0.12 -1.31 -2.35
C -1.01 -2.15 -3.13
C -2.37 -2.15 -2.47
N -2.50 -0.99 -1.54
H -4.52 -0.49 -1.15
H -4.13 -2.17 -0.95
H -4.30 -1.63 1.28
H -3.93 0.07 1.03
H -2.11 -0.77 2.09
H -2.54 -3.20 0.78
H -1.31 -2.83 1.96
H -0.91 -3.07 -0.93
H 0.30 -2.70 0.23
H 0.82 -1.29 -2.70
H -0.62 -3.17 -3.17
H -1.06 -1.82 -4.17
H -2.53 -3.05 -1.89
H -3.18 -2.10 -3.21
H -2.63 -0.18 -2.14
Br -1.82 4.52 -5.60
C -1.47 3.22 -4.30
C -1.75 1.89 -4.56
C -1.46 0.93 -3.59
C -0.94 1.23 -2.33
C -0.71 2.60 -2.11
C -0.94 3.57 -3.08
H -2.16 1.59 -5.51
H -1.67 -0.08 -3.89
H -0.37 2.97 -1.16
H -0.74 4.61 -2.85
C 6.08 -1.13 0.39
C 4.68 -0.64 0.65
O 3.71 -1.66 0.22
P 2.78 -1.60 -1.02
O 1.56 -0.74 -0.77
Te 3.87 -0.67 -2.97
O 2.35 -3.07 -1.27
C 3.32 -4.18 -1.34
C 3.13 -5.07 -0.15
H 6.79 -0.44 0.85
H 6.30 -1.18 -0.68
H 6.23 -2.12 0.83
H 4.45 0.29 0.14
H 4.48 -0.51 1.71
H 4.33 -3.77 -1.39
H 3.10 -4.68 -2.28
H 3.38 -4.55 0.78
H 3.80 -5.93 -0.23
H 2.11 -5.44 -0.09
```